# 1
The following is a DFT calculation (ωB97M-V/def2-TZVPD) of a molecular structure, C36H36BiCl2N6O4S3Se.

Structure (ORCA input):
```
! wB97M-V def2-TZVPD RIJCOSX def2/J DEFGRID3
* xyz -1 1
Bi -1.72 -0.78 -1.85
Se -0.79 -2.62 0.57
Cl -6.04 1.79 -3.96
Cl -4.15 -0.72 0.50
S 2.17 2.95 0.24
S -1.93 -3.09 -3.05
S -4.20 -0.47 -2.80
O 3.36 2.88 -0.57
O -1.33 0.79 -3.40
O -0.82 0.86 0.03
O 2.37 3.44 1.59
N 1.76 -1.50 1.22
N 0.15 -0.71 2.48
N 1.36 1.55 0.24
N 0.75 -2.68 -2.71
N 0.40 -1.35 -2.81
N 0.03 -4.84 -2.73
C -5.74 1.42 0.50
C 0.08 1.73 -0.06
C 2.35 -0.61 2.11
C 2.74 -3.73 0.88
C -0.27 2.64 -4.33
C -5.03 0.54 -0.31
C 1.10 0.86 -3.46
C -1.15 -0.47 3.07
C 2.23 1.64 -3.74
C -0.20 1.39 -3.69
C 1.58 0.86 3.87
C 2.89 1.28 4.02
C 3.48 -4.64 -0.10
C -0.24 -3.50 -2.79
C 0.86 3.37 -4.62
C -6.62 2.48 -1.45
C -0.41 5.76 -1.30
C 1.33 -0.10 2.90
C 2.49 -2.34 0.29
C 0.43 -1.54 1.45
C -6.53 2.39 -0.07
C 3.66 -0.19 2.25
C 3.91 0.76 3.22
C -1.25 -1.08 4.47
C 2.13 2.89 -4.30
C 0.87 3.94 -0.48
C -1.22 -2.61 4.48
C -1.55 4.95 -1.30
C 0.82 5.26 -0.88
C -5.89 1.61 -2.24
C -0.25 3.13 -0.49
C -5.04 0.61 -1.71
C 1.33 -0.52 -3.11
C -2.55 -3.22 4.03
C -1.48 3.62 -0.89
C 4.97 -4.34 -0.18
H -2.18 -0.73 4.93
H 1.92 -2.44 -0.63
H -0.43 -2.96 3.82
H 4.92 1.13 3.35
H 3.43 -1.83 0.07
H 3.21 1.24 -3.50
H 1.76 -4.16 1.12
H 0.90 -5.10 -2.29
H 4.45 -0.55 1.60
H -2.35 2.98 -0.90
H 3.03 -4.53 -1.09
H 5.45 -4.49 0.79
H -0.42 -0.70 5.08
H -0.99 -2.96 5.49
H -1.31 0.61 3.11
H -2.54 -4.30 4.18
H -7.09 3.07 0.56
H -1.26 3.03 -4.56
H 3.12 2.04 4.75
H -0.76 -5.44 -2.59
H 5.15 -3.31 -0.50
H -7.26 3.21 -1.92
H 2.34 -0.91 -3.25
H 0.76 4.34 -5.10
H 1.71 5.87 -0.88
H 3.31 -3.64 1.81
H -2.73 -3.03 2.97
H -2.49 5.36 -1.64
H 5.46 -5.00 -0.90
H -1.89 -0.91 2.41
H -3.38 -2.80 4.61
H -0.49 6.78 -1.64
H -5.68 1.31 1.57
H 3.34 -5.68 0.21
H 3.01 3.48 -4.50
H 0.78 1.29 4.46
*
```

The calculation puts the orbital gap at 7.19 eV. Its largest force on an atom is 0.77 eV Å⁻¹. As for the HOMO energy: -4.8 eV.

***

# 2
The following is a DFT calculation (ωB97M-V/def2-TZVPD) of a molecular structure, C36H36ClFHfN9SSi.

Structure (ORCA input):
```
! wB97M-V def2-TZVPD RIJCOSX def2/J DEFGRID3
* xyz 1 1
Hf 0.14 0.03 -0.83
Cl -5.93 0.46 3.56
S -0.27 -0.63 -3.36
Si 3.07 1.92 -0.87
F 1.35 -1.98 -1.48
N 2.27 0.34 -0.65
N -1.29 -1.92 -0.72
N -5.99 0.94 -2.67
N -2.26 2.90 -0.96
N -2.25 0.58 -1.23
N 0.09 1.77 -2.43
N -4.13 1.94 -1.80
N 0.77 -1.29 1.12
N -4.29 -0.41 -1.94
C 0.91 -1.68 2.19
C -2.35 -0.22 1.93
C 0.16 -2.79 5.63
C -4.35 0.69 2.87
C -4.77 0.84 -2.13
C -0.48 1.28 1.06
C 0.10 3.79 -3.71
C -0.86 -3.15 -0.41
C -0.23 1.70 -4.81
C -0.03 -2.33 4.34
C 3.26 2.27 -2.70
C -2.53 -1.82 -1.22
C 1.44 -3.07 6.09
C -2.89 1.78 -1.33
C -1.81 1.06 1.73
C -0.13 1.07 -3.57
C -2.59 2.14 2.14
C -1.61 -4.30 -0.59
C 3.08 -0.79 -0.48
C 0.20 3.11 -2.53
C 4.52 -3.25 -0.31
C 2.18 3.23 0.13
C 2.38 -2.45 3.97
C -3.06 -0.46 -1.50
C 3.28 -3.22 -0.92
C -0.12 3.07 -4.88
C 4.81 2.15 -0.18
C -3.85 1.97 2.70
C -2.88 -4.18 -1.13
C 1.09 -2.16 3.52
C -3.34 -2.92 -1.45
C -3.60 -0.41 2.50
C 5.02 -2.07 0.24
C 2.62 -2.02 -0.96
C 2.54 -2.90 5.27
C 4.31 -0.88 0.17
H 0.14 -3.23 0.00
H -4.00 -1.40 2.64
H -1.19 -5.26 -0.31
H -6.51 0.11 -2.88
H 3.22 -2.31 3.31
H 2.82 -4.10 -1.35
H -3.49 -5.06 -1.30
H -6.40 1.85 -2.79
H 0.20 4.87 -3.72
H 5.57 1.53 -0.66
H 4.88 2.04 0.90
H 2.30 2.97 1.19
H -2.21 3.14 2.02
H 2.58 1.69 -3.32
H 1.57 -3.43 7.11
H -1.78 -1.09 1.63
H 2.68 4.19 -0.02
H -4.33 -2.76 -1.86
H 3.12 3.33 -2.93
H -4.44 2.83 3.00
H 3.53 -3.13 5.64
H 4.73 -0.01 0.65
H -1.47 2.80 -0.34
H 5.05 3.19 -0.40
H 5.98 -2.08 0.74
H 0.38 3.65 -1.62
H 0.33 0.98 1.74
H -1.02 -2.09 3.97
H -0.20 3.57 -5.84
H -2.82 3.72 -0.90
H 5.09 -4.17 -0.26
H -0.70 -2.92 6.29
H 4.28 2.01 -3.01
H -0.41 1.09 -5.69
H -0.31 2.36 1.00
H 1.12 3.39 -0.02
*
```

The calculation puts the orbital gap at 7.14 eV. Its largest force on an atom is 0.35 eV Å⁻¹. As for the HOMO energy: -10.2 eV.

***

# 3
The following is a DFT calculation (ωB97M-V/def2-TZVPD) of a molecular structure, C36H36F6IrN5OS.

Structure (ORCA input):
```
! wB97M-V def2-TZVPD RIJCOSX def2/J DEFGRID3
* xyz 2 1
Ir -0.83 0.11 -0.05
S 1.34 -2.36 -0.44
F -2.81 2.81 2.09
F -2.00 3.45 -2.53
F -0.55 4.25 -1.15
F -3.51 4.62 1.14
F -2.52 5.15 -1.29
F -1.40 4.35 1.50
O -1.41 2.04 -0.07
N -0.21 -1.93 0.11
N -2.32 -0.80 1.26
N 1.12 1.01 0.69
N -0.48 -3.80 1.49
N 0.52 0.14 -1.82
C 2.04 1.82 -2.76
C 1.45 1.00 -1.66
C 1.45 3.90 1.18
C 1.32 1.47 2.01
C -1.08 -0.33 -3.67
C 0.96 -1.59 -5.06
C 1.18 -5.43 2.18
C 1.44 2.86 2.26
C -2.26 0.32 -3.00
C 1.35 0.55 3.08
C 1.57 3.27 3.57
C 2.62 -1.34 -3.25
C -3.78 2.54 -0.66
C -3.45 -0.23 1.67
C 1.76 -3.75 0.57
C -4.45 -2.34 2.15
C 2.46 -5.95 2.10
C 3.32 1.75 -0.09
C 3.39 -5.37 1.25
C -0.29 -1.47 -5.64
C -0.90 -2.67 0.93
C -2.53 3.73 1.13
C 0.82 -4.33 1.42
C 1.52 1.01 4.37
C -1.86 4.00 -1.30
C 1.91 1.28 -0.28
C -2.22 -2.15 1.32
C 1.24 -1.09 -3.80
C -3.27 -2.94 1.73
C 1.61 2.37 4.62
C -2.38 2.99 -0.23
C -4.53 -0.95 2.14
C 3.04 -4.27 0.48
C 0.21 -0.41 -3.10
C -1.30 -0.85 -4.93
C 1.27 -0.93 2.81
H 1.70 1.50 -3.73
H 4.00 1.04 -0.56
H 2.94 -0.63 -2.50
H 2.65 -2.34 -2.81
H 1.65 4.33 3.77
H -2.56 1.20 -3.57
H 0.84 4.75 1.49
H -3.20 -4.02 1.67
H 1.72 2.86 -2.60
H -3.72 1.92 -1.55
H -0.47 -1.88 -6.63
H 2.46 4.28 1.04
H -5.28 -2.93 2.48
H 1.41 -1.49 3.73
H 1.59 0.31 5.18
H 3.76 -3.81 -0.19
H -1.13 -4.28 2.10
H -3.10 -0.37 -2.98
H 4.39 -5.79 1.17
H 1.72 2.73 5.63
H 3.48 2.73 -0.54
H -3.46 0.85 1.67
H -2.28 -0.75 -5.37
H 3.13 1.81 -2.74
H 1.76 -2.09 -5.60
H -4.26 1.99 0.14
H 1.06 3.54 0.23
H 3.56 1.81 0.97
H 0.45 -5.89 2.84
H 0.29 -1.17 2.40
H 2.03 -1.23 2.09
H -2.03 0.65 -1.99
H 2.74 -6.80 2.71
H -4.39 3.42 -0.88
H 3.34 -1.34 -4.06
H -5.41 -0.44 2.49
*
```

The calculation puts the orbital gap (spin up / spin down) at 5.51 / 5.51 eV. Its largest force on an atom is 2.79 eV Å⁻¹. As for the HOMO energy (spin up / spin down): -13.2 / -13.2 eV.

***

# 4
The following is a DFT calculation (ωB97M-V/def2-TZVPD) of a molecular structure, C36H36FeN6O5S4.

Structure (ORCA input):
```
! wB97M-V def2-TZVPD RIJCOSX def2/J DEFGRID3
* xyz -2 1
Fe 0.91 1.22 -0.54
S 0.57 -2.24 -1.43
S -2.80 -4.57 5.44
S 4.43 0.47 -3.76
S 1.53 -0.12 -3.90
O 1.44 2.64 -1.90
O 2.64 1.72 0.58
O -1.28 0.74 -0.94
O -4.39 -5.60 3.55
O 6.53 0.74 -0.57
N -1.45 2.27 0.78
N 2.81 0.42 -1.62
N -1.59 -1.41 -2.66
N 3.98 0.65 -0.94
N -1.20 -3.69 -2.81
N -0.25 2.69 0.21
C -1.84 1.23 0.10
C -3.04 0.51 0.65
C 4.94 1.49 1.08
C -1.29 -1.20 3.81
C 2.90 0.27 -2.87
C -1.96 -2.08 4.63
C 0.53 -0.03 0.93
C -2.49 -1.42 -3.79
C -0.78 -2.45 -2.37
C 3.63 0.75 -5.37
C -1.93 -3.45 4.37
C -3.30 -0.79 0.21
C -0.78 4.86 1.17
C -3.86 1.07 1.63
C -4.36 -1.52 0.74
C -0.56 -3.03 2.43
C 0.04 3.94 0.30
C 1.09 4.52 -0.50
C -4.29 -4.73 4.36
C 2.61 4.59 -2.48
C -1.22 -3.91 3.26
C -5.18 -0.95 1.71
C 5.79 2.16 3.25
C 7.09 1.90 2.81
C -2.12 -3.86 -3.91
C -4.93 0.35 2.15
C 1.65 3.85 -1.57
C -5.34 -3.68 4.60
C 0.10 -0.73 1.83
C 6.25 1.21 0.65
C 7.32 1.43 1.53
C -0.56 -1.64 2.69
C 2.14 1.03 -5.15
C 3.74 1.29 0.20
C 4.74 1.96 2.37
C -3.18 -2.78 -3.85
H -3.78 -2.91 -2.95
H -0.51 -4.40 -2.64
H 2.00 2.04 -4.77
H 8.32 1.22 1.18
H -0.70 4.55 2.21
H 4.12 1.61 -5.83
H 2.17 4.67 -3.48
H 1.35 5.56 -0.34
H 5.61 2.51 4.26
H -6.01 -1.51 2.13
H -1.32 -0.13 4.00
H -0.45 5.89 1.06
H -2.64 -1.22 -0.53
H -4.90 -2.70 4.41
H 7.93 2.05 3.49
H -6.19 -3.85 3.93
H -1.84 4.79 0.91
H 5.64 0.58 -1.01
H -1.21 -4.98 3.04
H -3.84 -2.84 -4.72
H 2.84 5.59 -2.11
H -1.61 -3.83 -4.88
H 1.56 0.89 -6.06
H -3.64 2.07 1.97
H 3.53 4.01 -2.57
H -2.58 -4.85 -3.82
H -1.96 -1.22 -4.73
H -3.22 -0.62 -3.65
H -5.65 -3.72 5.64
H -1.28 -0.52 -2.27
H 3.77 -0.13 -6.01
H -5.56 0.79 2.91
H -4.54 -2.53 0.41
H -2.53 -1.72 5.48
H 3.71 2.16 2.66
H -0.03 -3.38 1.56
*
```

The calculation puts the orbital gap (spin up / spin down) at 5.05 / 5.05 eV. Its largest force on an atom is 1.13 eV Å⁻¹. As for the HOMO energy (spin up / spin down): -1.2 / -1.2 eV.

***

# 5
The following is a DFT calculation (ωB97M-V/def2-TZVPD) of a molecular structure, C36H36MoN3OP2S3Si.

Structure (ORCA input):
```
! wB97M-V def2-TZVPD RIJCOSX def2/J DEFGRID3
* xyz -1 1
Mo 0.30 -0.16 0.73
S -1.10 -0.72 2.69
S 1.22 1.47 3.47
S -1.53 -0.94 -0.54
P 1.99 -0.35 -1.10
P 1.13 2.35 0.26
Si -1.41 2.55 -0.04
O 0.95 2.79 4.04
N -6.06 -4.07 3.99
N 0.93 1.30 1.99
N -6.52 -4.44 -0.02
C 4.43 -1.29 2.99
C 1.22 3.11 -1.49
C 1.28 3.91 1.20
C 2.82 -1.95 -1.35
C -3.68 -2.45 0.12
C 1.00 -4.52 1.25
C 4.86 -2.57 3.38
C 2.88 -3.53 2.36
C -3.87 5.72 -0.83
C -5.65 -3.83 0.43
C 4.10 -3.66 3.06
C 2.42 -2.23 1.99
C 2.14 -4.67 1.98
C -2.43 -1.60 2.02
C 4.66 0.45 -0.78
C -3.12 6.89 -0.89
C 5.66 1.22 -0.22
C -2.60 2.02 1.35
C -1.16 5.61 -0.35
C -2.61 -1.72 0.62
C 3.33 0.76 -0.58
C 2.97 1.88 0.17
C -5.32 -3.57 3.27
C -1.87 4.42 -0.27
C 0.54 -3.24 0.89
C -4.58 -3.08 0.97
C 3.25 -1.14 2.32
C -1.76 6.82 -0.65
C -1.83 1.97 -1.80
C 5.32 2.32 0.54
C 1.19 -2.08 1.26
C -3.25 4.52 -0.53
C -4.41 -2.95 2.37
C 3.99 2.66 0.72
C 1.64 0.00 -2.87
C -3.35 -2.21 2.87
H -0.09 5.63 -0.18
H -3.80 -2.54 -0.95
H -3.01 1.03 1.17
H -3.87 3.63 -0.51
H -0.37 -3.18 0.31
H -4.93 5.74 -1.02
H -3.60 7.84 -1.12
H 0.30 4.24 1.54
H 0.43 -5.39 0.94
H -3.23 -2.12 3.94
H 3.75 3.53 1.31
H 2.23 3.19 -1.87
H 6.09 2.93 0.99
H 0.78 4.12 -1.45
H -2.87 1.63 -1.84
H 0.62 2.54 -2.19
H 2.95 -0.15 2.03
H -3.42 2.73 1.48
H -1.16 7.72 -0.69
H -1.71 2.80 -2.49
H 2.57 0.07 -3.45
H -1.22 1.14 -2.13
H 1.06 -0.84 -3.24
H -2.05 1.96 2.29
H 5.80 -2.70 3.91
H 5.04 -0.42 3.21
H 1.88 3.78 2.09
H 4.42 -4.66 3.34
H 1.74 4.66 0.55
H 4.93 -0.43 -1.35
H 6.70 0.95 -0.37
H 1.06 0.91 -3.01
H 3.35 -2.28 -0.46
H 2.50 -5.65 2.28
H 3.52 -1.89 -2.19
H 2.05 -2.69 -1.58
*
```

The calculation puts the orbital gap (spin up / spin down) at 5.68 / 5.87 eV. Its largest force on an atom is 1.79 eV Å⁻¹. As for the HOMO energy (spin up / spin down): -4.1 / -4.1 eV.